Formula: C3H10N3O
Source: the Open Molecules 2025 dataset
Level of theory: ωB97M-V with the def2-TZVPD basis set

Spin multiplicity: 1
E_LUMO, Ha: -0.100
Charge: +1
ΔE to the lowest compared entry with this formula, charge and spin, kJ/mol: 413.7

CARTESIAN COORDINATES (ANGSTROEM)
C 0.390 0.853 -0.948
C 1.641 -0.429 -2.680
C -1.325 -0.759 3.325
N 1.009 0.724 -2.095
N -1.337 -0.330 2.187
N 0.247 -0.120 -0.104
O -2.160 0.580 1.698
H 0.933 -0.868 -3.496
H 2.592 -0.121 -3.162
H 1.829 -1.084 -1.779
H -0.005 1.900 -0.817
H -1.854 -0.532 4.220
H -0.578 -1.484 3.367
H 0.815 1.594 -2.625
H 0.498 -1.050 -0.398
H -0.349 0.003 0.803
H -2.347 1.125 2.504